[1]
{
  "formula": "C7H14F3N4S",
  "method": "ωB97M-V with the def2-TZVPD basis set",
  "smiles": "NC[C@H]1NC(NS)=[NH+][C@@H]1CCC(F)(F)F",
  "total_charge": 1,
  "e_tot_ev": -32427.94860,
  "lumo_energy_ev": -3.44,
  "molar_mass_g_mol": 243.28,
  "orbital_gap_ev": 9.687,
  "species": ["H", "C", "H", "F", "C", "N", "F", "H", "H", "H", "H", "N", "H", "H", "F", "N", "H", "H", "C", "H", "H", "N", "C", "H", "S", "C", "C", "H", "C"],
  "coordinates": [[-0.88248, -3.34068, -1.36439], [-0.38185, -0.42659, -1.07765], [-2.29089, 0.18428, 1.12775], [-1.35700, 0.11086, 4.00521], [-1.32903, 0.67466, 1.08162], [2.44248, 1.32753, -0.86682], [0.83223, -0.06699, 4.00322], [0.24576, -1.00280, -0.40037], [1.24603, -0.32954, -2.52563], [-1.43613, 1.68225, 1.46646], [0.37157, 2.41925, 0.20037], [0.61924, 0.25427, -1.98919], [-2.12074, -1.60243, -1.04319], [0.69205, 0.01098, 1.47720], [-0.11863, 1.78782, 3.35457], [-0.71559, -2.66376, -2.08836], [3.20441, -0.82545, -1.16993], [0.27860, -2.59056, -2.22947], [-0.29043, -0.08413, 1.92259], [2.68688, 2.04932, -0.20622], [-1.82278, 1.23540, -0.87073], [0.13496, 1.85264, -0.60713], [-0.23126, 0.43184, 3.33453], [-1.78041, -0.93457, -2.63813], [3.69667, 0.36195, -1.56056], [-1.33539, -1.37733, -1.75539], [1.17197, 1.16646, -1.15181], [-0.58442, -1.12380, 1.95884], [-0.94581, 0.81912, -0.38740]]
}

***

[2]
{
  "formula": "C7H14FN4",
  "method": "ωB97M-V with the def2-TZVPD basis set",
  "multiplicity": 3,
  "total_charge": 1,
  "e_tot_ev": -16150.60365,
  "lumo_energy_ev": [-3.13, -5.99],
  "molar_mass_g_mol": 173.22,
  "orbital_gap_ev": [6.277, 7.302],
  "species": ["C", "H", "H", "N", "C", "H", "H", "F", "N", "N", "C", "H", "H", "C", "H", "H", "H", "N", "C", "H", "H", "C", "H", "H", "C", "H"],
  "coordinates": [[3.40912, 0.40840, 0.63779], [2.73597, 0.06747, -1.18221], [-1.68461, -1.38241, -1.25327], [0.47827, 0.14820, 0.53520], [-0.02810, -2.43227, 1.32006], [-2.01545, -1.81841, 1.19137], [-2.76379, 0.51784, 1.13140], [2.91863, 1.66305, 0.46884], [0.96689, -2.08323, 0.47227], [-1.13517, -0.49836, -1.14806], [-0.86129, -0.34400, 0.34319], [-1.62307, 1.79482, -0.60468], [-2.62905, 2.55975, 0.73408], [-1.76112, 2.03025, 0.41571], [3.50724, 0.15403, 1.70788], [4.41920, 0.42449, 0.21476], [0.56533, 1.10490, 0.30391], [-1.81071, 0.67789, 0.89165], [1.26642, -0.88889, 0.07011], [-1.45580, 0.62648, 1.90101], [3.30387, -1.48093, -0.44936], [-0.97708, -1.54355, 1.12427], [-0.97494, 2.70863, 0.79838], [-1.28423, -0.02797, -2.03586], [2.70584, -0.60669, -0.33922], [-0.06546, -3.46792, 1.84149]]
}

***

[3]
{
  "formula": "C7H14FNO2S",
  "method": "ωB97M-V with the def2-TZVPD basis set",
  "smiles": "N[C@H](CCSCCCF)C(=O)O",
  "de_lowest_kcal_mol": 66.9,
  "e_tot_ev": -26621.02492,
  "lumo_energy_ev": 0.79,
  "molar_mass_g_mol": 195.26,
  "orbital_gap_ev": 9.333,
  "species": ["C", "C", "H", "S", "H", "H", "H", "H", "C", "N", "O", "H", "C", "O", "H", "F", "H", "H", "H", "C", "H", "H", "C", "H", "H", "C"],
  "coordinates": [[1.58440, -0.57935, 0.49792], [0.23576, -1.42268, -2.03942], [-0.78107, -1.18549, -0.05864], [1.19965, -0.04126, -1.23124], [2.52655, -1.03941, 0.49421], [2.73743, 1.06015, 1.18208], [-2.23477, 1.26667, 0.42798], [1.25454, 1.64551, 2.86798], [1.70752, 0.54442, 1.35563], [1.22586, 2.86072, 0.99359], [-1.40532, 1.82116, 0.71253], [0.43681, 3.62123, 1.06145], [-1.00141, -1.83570, -1.07044], [-0.93128, 0.05347, 1.86858], [1.04303, -2.16714, -2.39096], [-2.80405, -0.10680, -1.09669], [-1.03903, -2.90713, -0.98963], [0.80793, -1.25753, 0.79667], [-2.46546, -1.25796, -2.73838], [-0.59032, 1.12394, 1.48246], [-3.22291, -2.13642, -1.23753], [-0.07128, -0.96061, -3.08174], [-2.43538, -1.48781, -1.62727], [1.92709, -0.07313, 2.19506], [1.47849, 2.80870, -0.04418], [0.81721, 1.65246, 1.66999]]
}

***

[4]
{
  "formula": "C7H14IN2",
  "method": "ωB97M-V with the def2-TZVPD basis set",
  "de_lowest_kcal_mol": 82.1,
  "total_charge": 1,
  "e_tot_ev": -18557.12995,
  "lumo_energy_ev": -3.97,
  "molar_mass_g_mol": 253.11,
  "orbital_gap_ev": 8.840,
  "species": ["I", "N", "H", "H", "H", "C", "C", "H", "H", "H", "H", "H", "C", "H", "C", "C", "C", "H", "H", "H", "C", "N", "H", "H"],
  "coordinates": [[-3.48058, 0.64409, 0.20593], [0.84145, 0.05674, 0.53580], [-2.51542, -0.04164, -2.65916], [3.33824, 1.42010, -0.10441], [-1.13082, -0.95428, -2.50410], [1.27198, 1.18435, 0.17155], [-0.01784, -2.14573, -0.25581], [-0.21834, -1.42194, 2.38008], [2.91504, 0.57726, 1.39578], [-1.10059, -0.04422, 2.32442], [0.89111, -2.62890, -0.04543], [0.69411, 3.03269, -0.57597], [2.63456, 1.37391, 0.76622], [0.47110, 1.71140, -1.65096], [-0.22567, -0.75195, 0.45898], [0.31817, 2.05306, -0.64421], [-0.88401, -1.00435, 1.75574], [-0.68613, -2.92332, 0.04492], [0.03158, -2.04941, -1.30736], [-1.61846, -1.76130, 1.58740], [-1.85152, -0.29665, -0.77487], [-1.83318, -0.40413, -2.06309], [2.82306, 2.40072, 1.32145], [-0.66785, 1.97352, -0.36294]]
}

***

[5]
{
  "formula": "C7H14IN2",
  "method": "ωB97M-V with the def2-TZVPD basis set",
  "de_lowest_kcal_mol": 179.1,
  "total_charge": 1,
  "e_tot_ev": -18552.92617,
  "lumo_energy_ev": [-5.78, -4.86],
  "molar_mass_g_mol": 253.11,
  "orbital_gap_ev": [6.341, 7.329],
  "species": ["H", "C", "I", "H", "H", "N", "H", "H", "C", "C", "C", "H", "N", "C", "H", "H", "H", "H", "H", "C", "C", "H", "H", "H"],
  "coordinates": [[1.10903, -0.67171, -0.63157], [-0.73944, 1.43480, 0.31399], [4.02085, -0.30071, 0.67722], [-2.01508, -0.57568, 0.96850], [1.01501, -1.44243, 0.95795], [0.64122, 1.70522, 0.22918], [-0.58719, -2.07057, -1.06565], [-3.24894, -0.87099, -1.10566], [1.53407, 2.38126, -0.29128], [4.16132, 1.38837, -0.36265], [0.30950, 0.51798, 0.88773], [-1.21322, 1.18023, -0.72890], [-0.74476, -1.32302, -0.42697], [-3.04974, -1.73809, -0.58873], [-3.89420, -2.09259, 0.04055], [3.95850, 2.32881, 0.20788], [-1.77668, -2.30271, 1.00288], [4.46029, 1.36117, -1.40225], [1.45988, 3.38036, -0.67090], [-1.93684, -1.52185, 0.36240], [0.44532, -0.82101, 0.22529], [-2.85822, -2.58941, -1.34570], [0.55679, 0.60855, 1.86635], [-1.60747, 2.03400, 0.88034]]
}

***

[6]
{
  "formula": "C7H14LiO3",
  "method": "ωB97M-V with the def2-TZVPD basis set",
  "total_charge": -1,
  "e_tot_ev": -13827.91188,
  "lumo_energy_ev": 2.96,
  "molar_mass_g_mol": 153.13,
  "orbital_gap_ev": 4.934,
  "species": ["H", "C", "H", "C", "H", "H", "H", "C", "H", "H", "H", "H", "H", "C", "C", "H", "H", "O", "C", "H", "O", "Li", "C", "O", "H"],
  "coordinates": [[3.32914, -0.43796, 0.28190], [-1.97507, -1.02434, 0.64659], [-0.79014, -0.21264, 2.19176], [2.43631, 0.16604, 0.11087], [1.51924, -0.47837, 0.56514], [-1.36731, -2.28370, -1.83920], [0.84409, 1.39694, -3.30828], [1.08507, 0.83981, -2.38440], [0.20674, 1.68989, 2.30122], [3.22786, 2.10090, -0.16747], [1.65969, -0.05813, -2.70084], [0.28322, -2.53238, -1.15077], [-2.15918, -1.93149, 1.24715], [-1.63950, 0.12642, 1.56547], [-0.48543, 2.24102, 1.62632], [-2.49823, 0.37260, 2.21458], [-1.15713, -3.21823, -0.31866], [2.03282, 1.74149, -1.70703], [2.60700, 1.30092, -0.59150], [-2.89431, -0.86197, 0.05882], [-1.21602, 1.25159, 0.84255], [-0.20801, 0.66942, -0.71384], [-0.77532, -2.37293, -0.91315], [-0.84049, -1.17612, -0.18149], [-1.22503, 2.69120, 2.32425]]
}

***

[7]
{
  "formula": "C7H14N",
  "method": "ωB97M-V with the def2-TZVPD basis set",
  "de_lowest_kcal_mol": 47.8,
  "total_charge": 1,
  "e_tot_ev": -8967.00673,
  "lumo_energy_ev": -6.81,
  "molar_mass_g_mol": 112.20,
  "orbital_gap_ev": 6.176,
  "species": ["H", "H", "C", "H", "H", "H", "C", "H", "H", "N", "C", "H", "H", "C", "H", "C", "H", "C", "H", "H", "H", "C"],
  "coordinates": [[2.64862, 0.30142, -1.47733], [0.10613, -2.16159, -1.98637], [0.80341, -0.41717, -0.97804], [1.07297, -0.26311, 1.71610], [1.43517, 1.36743, -0.15427], [-0.32527, 1.36094, -0.50004], [0.15668, 1.66387, 2.23105], [-1.09820, -1.10821, 0.84309], [-1.92113, -0.05451, -1.16415], [-0.99209, -0.35950, 1.49480], [-1.62658, -0.93364, -1.74116], [0.83405, 2.45298, 1.92272], [-2.32348, -1.69779, -1.38045], [0.50869, 0.80019, -0.08214], [0.33497, 1.41094, 3.27731], [2.01632, -0.56940, -1.59734], [-1.86222, -0.79889, -2.79586], [0.25271, 0.39245, 1.39390], [-0.87316, 2.01363, 2.19080], [-1.15802, -0.68766, 2.43064], [2.21630, -1.44371, -2.20184], [-0.20588, -1.26867, -1.44142]]
}

***

[8]
{
  "formula": "C7H14N2",
  "method": "ωB97M-V with the def2-TZVPD basis set",
  "de_lowest_kcal_mol": 108.7,
  "e_tot_ev": -10461.65228,
  "lumo_energy_ev": 0.34,
  "molar_mass_g_mol": 126.20,
  "orbital_gap_ev": 6.962,
  "species": ["H", "H", "C", "H", "C", "H", "N", "C", "H", "H", "H", "N", "H", "C", "H", "H", "H", "C", "C", "C", "H", "H", "H"],
  "coordinates": [[1.07860, -1.50470, 0.57945], [-0.90527, -1.97093, 1.38909], [0.97612, 1.99501, 0.23338], [0.45444, -1.68922, 2.56487], [-0.05374, -1.35345, 1.66627], [0.20192, 0.64651, 2.37692], [0.70921, 0.76615, 0.24353], [-1.68445, 0.56967, 1.31484], [-1.69713, 1.62183, 1.01830], [-2.27328, 0.46572, 2.22684], [0.09184, 0.49447, -3.42867], [1.81285, -1.17636, -0.34722], [0.80454, 2.58726, 1.12593], [-0.53497, -0.17756, -2.85375], [-2.16108, -0.00526, 0.52171], [1.63122, 0.52256, -1.63205], [-0.84485, -1.20730, -1.04529], [1.05768, -0.10304, -0.92241], [-0.27756, 0.06614, 1.58884], [-0.22364, -0.52330, -1.61181], [1.40164, 2.47638, -0.64632], [-1.41844, -0.55862, -3.34698], [1.85435, -1.94195, -1.01549]]
}

***

[9]
{
  "formula": "C7H14N2",
  "method": "ωB97M-V with the def2-TZVPD basis set",
  "smiles": "CC1=C(C)[C@](C)(N)N1C",
  "de_lowest_kcal_mol": 33.5,
  "e_tot_ev": -10464.91392,
  "lumo_energy_ev": 0.99,
  "molar_mass_g_mol": 126.20,
  "orbital_gap_ev": 8.286,
  "species": ["C", "H", "C", "H", "H", "H", "C", "H", "H", "C", "H", "C", "H", "H", "C", "C", "H", "H", "N", "H", "H", "N", "H"],
  "coordinates": [[0.00155, 0.25986, -1.01135], [-0.36866, 1.97995, -2.25999], [-0.11834, -0.24452, 1.00955], [-1.89145, -2.38877, 0.43397], [-1.36804, -2.43839, -1.25850], [1.70170, -0.80272, -1.28637], [-0.92288, 1.16981, -1.78880], [1.63463, 0.60865, -2.16991], [-0.76218, -1.51862, 2.58143], [-0.61259, -0.78947, -0.13017], [0.91490, -0.98098, 2.73034], [-1.67549, -1.78088, -0.44347], [-1.42621, 0.59413, -2.56404], [-0.39745, 0.14502, 3.08453], [1.76161, 1.35529, 0.86752], [-0.09063, -0.67508, 2.43471], [1.95550, 2.33735, 0.43255], [2.56186, 0.66696, 0.54534], [0.44221, 0.92198, 0.48697], [-2.60308, -1.28776, -0.74805], [1.83350, 1.43953, 1.95476], [1.09818, -0.15902, -1.78337], [-1.66863, 1.58768, -1.11764]]
}

***

[10]
{
  "formula": "C7H14N2",
  "method": "ωB97M-V with the def2-TZVPD basis set",
  "smiles": "Cc1c[nH]cn1.CCC",
  "de_lowest_kcal_mol": 49.4,
  "e_tot_ev": -10464.22675,
  "lumo_energy_ev": 0.84,
  "molar_mass_g_mol": 126.20,
  "orbital_gap_ev": 9.146,
  "species": ["N", "C", "N", "C", "H", "H", "C", "C", "H", "C", "C", "C", "H", "H", "H", "H", "H", "H", "H", "H", "H", "H", "H"],
  "coordinates": [[-0.42418, -1.48971, 1.07710], [-1.69181, -1.91776, 0.75279], [-1.92888, -1.82981, -0.63515], [1.57925, -1.13324, -0.28739], [0.80997, 3.86214, 1.52096], [-0.69073, 3.77678, 0.58261], [1.74626, 2.47148, -0.73304], [0.13245, -1.33205, -0.21740], [1.84749, 1.59174, -1.34701], [0.02474, 3.17088, 1.11809], [0.68046, 2.03951, 0.38278], [-0.81913, -1.45360, -1.31134], [-2.53056, -2.21479, 1.38391], [2.22274, -1.98599, -0.01056], [2.09736, -0.83313, -1.27251], [-2.71515, -2.18047, -0.97361], [-0.70096, 2.75061, 1.83998], [1.00884, 1.23315, 0.98134], [2.63101, 3.01674, -0.50692], [-0.70957, -1.19768, -2.31086], [1.30423, 3.25097, -1.48578], [-0.18055, 1.52477, -0.14828], [2.16390, -0.42960, 0.42613]]
}

***

[11]
{
  "formula": "C7H14N2",
  "method": "ωB97M-V with the def2-TZVPD basis set",
  "multiplicity": 2,
  "de_lowest_kcal_mol": 8.9,
  "total_charge": 1,
  "e_tot_ev": -10457.69874,
  "lumo_energy_ev": [-3.93, -7.82],
  "molar_mass_g_mol": 126.20,
  "orbital_gap_ev": [10.006, 6.110],
  "species": ["H", "C", "H", "C", "H", "N", "C", "H", "H", "H", "H", "H", "C", "H", "H", "H", "C", "H", "C", "N", "C", "H", "H"],
  "coordinates": [[-1.80596, -1.11508, 1.63707], [-0.30465, -2.49303, 2.04326], [2.76337, 0.19636, -1.90043], [0.81536, 0.99957, -1.74772], [0.78179, -0.10362, 2.72939], [-1.32127, 1.01989, -2.33912], [-0.27411, 0.08410, 2.51145], [2.68260, 1.55135, -0.89111], [-2.20525, 0.79344, -2.77803], [-0.00319, -3.04260, 1.14110], [-0.82180, 0.08818, 3.45347], [-1.15979, -3.06496, 2.39489], [-1.13714, 1.38565, -0.99232], [-1.95616, 1.65953, -0.34144], [-0.39624, -0.85371, 0.59077], [0.06687, 0.46537, -3.83576], [-0.70967, -1.08971, 1.60923], [-0.40187, 1.03156, 2.02779], [-0.12311, 0.76298, -2.81400], [0.10993, 1.37675, -0.65970], [2.26324, 1.17493, -1.81098], [2.55015, 1.77318, -2.67881], [0.58691, -2.60016, 2.65100]]
}

***

[12]
{
  "formula": "C7H14N2",
  "method": "ωB97M-V with the def2-TZVPD basis set",
  "multiplicity": 2,
  "de_lowest_kcal_mol": 11.8,
  "total_charge": 1,
  "e_tot_ev": -10457.57138,
  "lumo_energy_ev": [-3.84, -7.53],
  "molar_mass_g_mol": 126.20,
  "orbital_gap_ev": [10.616, 7.314],
  "species": ["H", "C", "H", "H", "C", "H", "C", "N", "C", "H", "C", "H", "H", "C", "N", "C", "H", "H", "H", "H", "H", "H", "H"],
  "coordinates": [[0.63464, 0.10259, 0.40391], [-0.16746, -1.38761, -1.17971], [-0.90973, -0.64857, 2.54661], [-1.50634, -2.68460, -0.15868], [0.99248, -0.14314, -2.47158], [0.20051, -3.33746, -0.49870], [0.64838, 2.22427, 1.08609], [-0.25001, 0.42824, -2.41048], [0.04771, 0.79981, 1.00238], [-0.92025, 0.80722, 0.46441], [-1.02726, -0.29387, -1.59382], [-2.01704, 0.03558, -1.33029], [1.76963, 0.45919, -2.91500], [-0.44431, -2.47977, -0.25672], [1.02749, -1.31418, -1.81140], [-0.16278, 0.13569, 2.38303], [1.36918, 2.20179, 1.89944], [-0.06832, 3.00458, 1.32136], [-0.58760, 1.10941, -3.07973], [1.10115, 2.45980, 0.13340], [0.84192, -0.27969, 2.56956], [-0.14406, -2.02350, 0.70466], [-0.42794, 0.82420, 3.19125]]
}